16
Properties=species:S:1:pos:R:3:nbo_charge:R:1 method="wB97M-V/def2-TZVPD" spin_multiplicity=1 homo_ev=-8.591
C 1.80 0.92 -0.02 -0.276
O 0.69 0.39 -0.83 -0.409
C -0.21 -0.38 -0.38 0.798
C -1.40 -0.59 -1.24 -0.745
C -0.13 -1.10 0.91 -0.777
C -0.53 2.24 0.97 -0.148
N -1.54 1.64 0.89 -0.779
H 1.91 1.95 -0.36 0.246
H 1.56 0.96 1.04 0.241
H 2.67 0.31 -0.26 0.193
H -1.81 -1.60 -1.14 0.238
H -1.23 -0.33 -2.29 0.252
H -2.13 0.13 -0.81 0.338
H -0.75 -0.50 1.59 0.336
H 0.89 -1.17 1.29 0.243
H -0.56 -2.10 0.80 0.248